{"formula": "C43H79BN14O2P", "method": "ωB97M-V with the def2-TZVPD basis set", "orbital_gap_ha": 0.285, "energy_ha": -2968.71841, "lumo_ev": -3.5, "charge": 1, "species": ["C", "C", "C", "C", "C", "C", "C", "C", "C", "C", "P", "C", "C", "C", "C", "C", "O", "C", "C", "B", "N", "O", "H", "H", "H", "H", "H", "H", "H", "H", "H", "H", "H", "H", "H", "H", "H", "H", "H", "H", "H", "H", "H", "H", "H", "H", "H", "H", "H", "H", "H", "H", "H", "H", "H", "H", "H", "H", "H", "H", "H", "H", "C", "C", "N", "H", "H", "H", "C", "C", "N", "H", "H", "H", "C", "C", "N", "H", "H", "H", "C", "C", "N", "H", "H", "H", "C", "C", "N", "H", "H", "H", "C", "C", "N", "H", "H", "H", "C", "C", "N", "H", "H", "H", "C", "C", "N", "H", "H", "H", "C", "C", "N", "H", "H", "H", "C", "C", "N", "H", "H", "H", "C", "C", "N", "H", "H", "H", "C", "C", "N", "H", "H", "H", "C", "C", "N", "H", "H", "H"], "xyz": [[-3.396, -1.485, -2.635], [-2.787, -2.082, -3.979], [-1.436, -2.886, -3.791], [-0.363, -2.191, -2.847], [-0.250, -0.618, -2.990], [-0.207, -0.075, -4.482], [1.259, 0.230, -5.039], [1.185, 1.601, -5.847], [2.619, 2.215, -6.188], [3.530, 2.480, -4.917], [2.751, 3.528, -3.574], [2.049, 2.420, -2.202], [3.252, 1.565, -1.574], [3.877, 2.205, -0.260], [3.640, 1.182, 0.959], [3.985, 1.871, 2.352], [3.985, 0.920, 3.427], [2.633, 0.555, 3.777], [2.266, 0.953, 5.274], [1.519, 4.876, -4.183], [1.075, 5.120, -5.574], [0.973, 5.737, -3.180], [-2.765, -1.681, -1.721], [-3.410, -0.349, -2.758], [-4.463, -1.786, -2.446], [-3.551, -2.834, -4.368], [-2.735, -1.290, -4.793], [-1.591, -3.969, -3.477], [-0.957, -2.958, -4.825], [0.652, -2.642, -3.060], [-0.618, -2.502, -1.784], [0.744, -0.328, -2.507], [-1.046, -0.108, -2.378], [-0.727, -0.721, -5.240], [-0.773, 0.917, -4.477], [1.487, -0.587, -5.797], [2.024, 0.218, -4.213], [0.504, 2.373, -5.384], [0.719, 1.343, -6.854], [3.155, 1.415, -6.798], [2.527, 3.100, -6.887], [3.738, 1.464, -4.454], [4.542, 2.864, -5.255], [3.836, 4.240, -2.943], [1.704, 3.127, -1.395], [1.181, 1.792, -2.546], [4.090, 1.417, -2.320], [2.878, 0.532, -1.286], [3.420, 3.191, 0.046], [4.996, 2.388, -0.340], [4.215, 0.219, 0.799], [2.543, 0.914, 0.942], [4.971, 2.423, 2.258], [3.200, 2.681, 2.524], [1.892, 1.104, 3.115], [2.500, -0.566, 3.658], [3.126, 0.830, 5.996], [1.466, 0.217, 5.616], [1.778, 1.974, 5.336], [0.290, 4.533, -5.859], [1.840, 5.110, -6.251], [0.796, 6.576, -3.655], [0.688, -2.660, 2.726], [1.131, -2.401, 1.326], [1.471, -2.203, 0.232], [0.790, -3.721, 2.955], [1.300, -2.085, 3.421], [-0.356, -2.368, 2.843], [-6.007, -5.572, -4.489], [-4.925, -5.618, -3.465], [-4.083, -5.648, -2.665], [-6.194, -6.573, -4.879], [-6.925, -5.188, -4.040], [-5.706, -4.916, -5.310], [-4.965, -0.111, 0.739], [-3.851, -0.758, 1.496], [-2.984, -1.267, 2.077], [-5.810, 0.067, 1.402], [-4.633, 0.841, 0.326], [-5.281, -0.763, -0.076], [-5.193, 3.279, -1.870], [-6.326, 3.007, -0.942], [-7.225, 2.804, -0.215], [-4.844, 4.303, -1.737], [-4.371, 2.592, -1.662], [-5.519, 3.145, -2.901], [2.944, -0.447, 8.959], [1.957, -1.178, 8.112], [1.189, -1.747, 7.451], [2.992, 0.599, 8.654], [2.645, -0.498, 10.005], [3.929, -0.893, 8.848], [2.040, 3.399, 11.111], [2.800, 2.170, 11.477], [3.392, 1.212, 11.762], [1.867, 3.423, 10.035], [1.080, 3.407, 11.624], [2.606, 4.285, 11.401], [6.896, 2.662, -7.807], [6.084, 3.777, -7.241], [5.451, 4.647, -6.801], [7.927, 2.744, -7.463], [6.486, 1.705, -7.483], [6.878, 2.708, -8.896], [-1.154, 5.054, 13.445], [-0.740, 5.309, 12.036], [-0.417, 5.507, 10.938], [-1.054, 3.992, 13.674], [-0.524, 5.627, 14.125], [-2.194, 5.352, 13.584], [-0.443, -6.537, -2.133], [0.478, -7.487, -2.821], [1.194, -8.226, -3.358], [-0.664, -6.897, -1.128], [0.022, -5.553, -2.065], [-1.375, -6.453, -2.694], [-2.717, -8.336, -4.826], [-3.754, -9.275, -5.340], [-4.561, -10.007, -5.741], [-1.834, -8.892, -4.509], [-2.433, -7.633, -5.609], [-3.112, -7.780, -3.974], [7.141, -1.734, 8.875], [6.417, -0.483, 9.241], [5.852, 0.490, 9.526], [7.723, -2.087, 9.727], [6.426, -2.505, 8.587], [7.813, -1.541, 8.039], [-6.444, 3.644, 3.654], [-5.422, 2.617, 3.303], [-4.627, 1.817, 3.028], [-6.830, 3.454, 4.655], [-5.996, 4.637, 3.626], [-7.268, 3.603, 2.940], [-6.833, -1.767, -5.532], [-5.948, -2.747, -6.223], [-5.249, -3.508, -6.754], [-7.069, -2.125, -4.529], [-6.330, -0.803, -5.458], [-7.759, -1.645, -6.094]], "atomic_forces_ev_per_a": [[0.239, 1.235, -0.384], [-0.999, -1.153, 0.289], [0.797, 0.525, -1.041], [-0.308, -0.555, 0.179], [0.651, -0.464, 0.104], [0.050, 0.814, 0.291], [-1.199, 0.104, -0.617], [0.905, -0.379, -0.906], [-0.296, -0.778, -0.300], [0.227, -0.800, -0.665], [1.085, -1.429, 0.730], [0.761, 0.225, 0.606], [0.250, -0.011, 0.134], [0.254, -0.747, 1.018], [-0.121, 0.723, -0.171], [-0.315, 0.167, -1.096], [-0.725, 0.876, -0.720], [-0.687, 0.151, 1.023], [-0.739, -0.728, -0.193], [-2.441, 2.696, 0.099], [1.171, -0.372, 1.226], [1.723, -1.460, -1.869], [-0.760, -0.053, -0.965], [-0.067, -1.300, 0.345], [1.146, 0.052, -0.170], [0.998, 0.888, 0.329], [0.198, -0.914, 1.165], [-0.086, 1.484, -0.153], [-0.655, -0.014, 1.150], [-1.068, 0.402, 0.207], [0.500, 0.755, -1.138], [-1.242, -0.351, -0.427], [0.642, -0.523, -0.804], [0.427, 0.493, 1.010], [0.604, -1.200, -0.071], [0.183, 1.013, 1.083], [-0.754, 0.050, -0.824], [0.728, -0.862, -0.106], [0.396, 0.476, 1.254], [-0.502, 1.010, 0.784], [0.174, -0.860, 1.045], [-0.307, 1.296, -0.306], [-1.359, -0.001, 0.651], [-0.688, -0.473, -0.313], [0.072, -0.621, -0.935], [0.944, 0.729, 0.064], [-1.026, 0.055, 0.671], [0.281, 1.229, -0.575], [0.274, -0.912, -0.577], [-1.357, -0.227, -0.161], [-0.493, 1.175, 0.257], [1.064, 0.140, 0.095], [-0.878, -0.995, 0.468], [0.855, -0.891, -0.051], [0.812, -0.880, 0.569], [0.362, 1.423, -0.005], [-0.806, 0.329, -0.987], [0.947, 0.916, -0.374], [0.961, -1.036, -0.035], [0.248, 0.449, -0.153], [-0.542, -0.322, -0.027], [-0.453, -0.552, 0.358], [0.140, 0.106, -0.719], [0.163, 0.108, -0.641], [-0.454, -0.170, 1.551], [0.024, 0.071, -0.066], [-0.076, -0.112, -0.088], [0.039, 0.021, -0.088], [0.599, -0.075, 0.490], [0.399, -0.005, 0.492], [-1.085, 0.064, -1.199], [0.049, 0.034, 0.091], [0.078, -0.067, 0.056], [-0.013, -0.386, 0.320], [0.564, -0.537, 0.333], [0.488, -0.254, 0.323], [-1.185, 0.698, -0.946], [0.141, 0.018, -0.011], [0.022, -0.057, 0.152], [0.087, -0.023, 0.064], [-0.581, -0.160, 0.481], [-1.596, -0.303, 1.260], [2.373, 0.494, -1.826], [-0.065, -0.066, 0.031], [-0.076, 0.026, 0.024], [-0.028, 0.003, 0.092], [-0.765, -0.550, -0.496], [-0.516, -0.369, -0.392], [1.143, 0.819, 0.916], [0.034, -0.088, 0.014], [0.048, 0.014, -0.089], [-0.156, 0.052, -0.021], [0.505, -0.739, 0.220], [0.406, -0.540, 0.197], [-0.936, 1.365, -0.356], [-0.013, -0.001, 0.089], [0.102, -0.056, -0.080], [-0.026, -0.082, -0.020], [-0.384, 0.595, 0.270], [-0.339, 0.583, 0.200], [0.804, -1.379, -0.553], [-0.091, 0.041, -0.002], [0.001, 0.084, -0.006], [-0.031, 0.042, 0.088], [0.223, 0.141, -0.723], [0.112, 0.204, -0.657], [-0.467, -0.297, 1.610], [0.000, 0.066, -0.053], [-0.025, -0.025, -0.090], [0.078, -0.015, -0.059], [0.470, -0.492, -0.382], [0.430, -0.408, -0.293], [-1.049, 1.052, 0.727], [0.018, -0.006, -0.088], [0.014, -0.081, -0.014], [0.039, -0.007, 0.078], [-0.492, -0.503, -0.226], [-0.451, -0.426, -0.233], [1.115, 1.089, 0.580], [-0.067, -0.006, -0.060], [-0.041, -0.074, 0.018], [-0.026, -0.064, -0.063], [-0.371, 0.652, 0.204], [-0.203, 0.647, 0.218], [0.942, -1.397, -0.497], [-0.069, 0.060, -0.035], [0.021, 0.073, 0.030], [-0.069, 0.031, 0.061], [0.483, -0.528, -0.176], [0.449, -0.445, -0.159], [-1.149, 1.272, 0.400], [0.072, -0.025, -0.067], [0.013, -0.097, -0.001], [0.099, -0.052, -0.001], [0.431, -0.527, -0.378], [0.484, -0.207, -0.472], [-1.005, 1.323, 0.648], [0.044, -0.017, -0.070], [0.015, -0.099, -0.025], [0.083, -0.044, 0.014]], "lowdin_charge": [-0.12, -0.24, -0.21, -0.22, -0.20, -0.20, -0.18, -0.21, -0.24, -0.31, 1.13, -0.26, -0.23, -0.20, -0.18, -0.23, -0.17, -0.25, -0.07, -0.60, 0.13, 0.07, 0.07, 0.06, 0.06, 0.08, 0.10, 0.09, 0.11, 0.11, 0.09, 0.08, 0.10, 0.10, 0.10, 0.13, 0.09, 0.08, 0.13, 0.12, 0.10, 0.08, 0.07, 0.08, 0.10, 0.08, 0.10, 0.11, 0.11, 0.12, 0.13, 0.10, 0.13, 0.13, 0.12, 0.10, 0.08, 0.06, 0.08, 0.08, 0.07, 0.12, -0.05, -0.24, 0.12, 0.09, 0.05, 0.07, -0.06, -0.24, 0.13, 0.09, 0.08, 0.01, -0.10, -0.28, 0.12, 0.07, 0.05, 0.06, -0.07, -0.26, 0.13, 0.08, 0.06, 0.08, -0.09, -0.27, 0.11, 0.07, 0.06, 0.04, -0.08, -0.25, 0.13, 0.08, 0.04, 0.08, -0.05, -0.26, 0.12, 0.09, 0.08, 0.09, -0.06, -0.27, 0.13, 0.08, 0.08, 0.08, -0.06, -0.27, 0.12, 0.08, 0.07, 0.04, -0.07, -0.26, 0.11, 0.07, 0.08, 0.04, -0.06, -0.26, 0.14, 0.08, 0.08, 0.08, -0.06, -0.23, 0.15, 0.08, 0.08, 0.07, -0.05, -0.26, 0.14, 0.08, 0.08, 0.08]}